<A>
63
Properties=species:S:1:pos:R:3 method="wB97M-V/def2-TZVPD" homo_lumo_gap_ev="7.4 / 7.8" homo_energy_ev="-13.76 / -14.85" s2=2.012 spin_multiplicity=3 total_charge=+2
W -0.0474 0.5689 -0.1401
N -1.1561 2.9945 -0.3949
N -0.5220 3.4923 0.7600
C 0.7568 3.0533 1.0467
O 1.3831 3.4711 1.9766
O 1.1560 2.0862 0.1966
H -1.0371 3.6517 -1.1616
H -2.1482 2.9176 -0.1790
H -0.7604 4.4202 1.0792
N -1.6361 1.9492 3.8542
C -2.0352 0.5660 3.3208
C -2.8915 -0.1591 4.3505
P -0.4586 -0.3082 2.9753
O -0.8925 -1.5767 2.0723
O 0.2402 -0.7234 4.1888
O 0.1587 0.6912 1.9739
P -2.9006 0.9689 1.7153
O -4.1357 -0.0099 1.6233
O -3.2476 2.4099 1.7915
O -2.0045 0.5402 0.5459
H -1.8283 2.0342 4.8519
H -2.1960 2.6334 3.3165
H -0.6478 2.1689 3.6905
H -2.2991 -0.3810 5.2396
H -3.2509 -1.1007 3.9401
H -3.7669 0.4296 4.6364
H -0.8171 -2.3909 2.5907
H -4.9854 0.3941 1.8421
C -2.7182 -2.4868 -1.8442
C -2.7220 -2.2129 -3.2003
C -1.9100 -1.1945 -3.6698
C -1.1304 -0.4830 -2.7824
N -1.1373 -0.7395 -1.4696
C -1.9215 -1.7272 -1.0151
C -0.1844 0.5748 -3.1851
C -0.0089 0.9931 -4.4860
C 0.9713 1.9282 -4.7756
C 1.7665 2.3916 -3.7450
C 1.5241 1.9470 -2.4622
N 0.5409 1.0795 -2.1732
H -3.3259 -3.2775 -1.4272
H -3.3442 -2.7829 -3.8780
H -1.8785 -0.9604 -4.7240
H -1.9041 -1.8876 0.0516
H -0.6263 0.5857 -5.2729
H 1.1214 2.2730 -5.7905
H 2.5667 3.0963 -3.9218
H 2.1160 2.2876 -1.6307
N 5.2361 -4.2877 -0.2981
C 5.1953 -3.0260 0.1794
O 6.1399 -2.4459 0.6598
C 3.8730 -2.2846 0.0762
C 2.8244 -2.6204 -0.7711
C 1.7109 -1.8159 -0.8205
N 1.5784 -0.7078 -0.0734
C 2.5907 -0.3894 0.7604
C 3.7361 -1.1457 0.8484
H 6.1131 -4.7791 -0.2238
H 4.4295 -4.8013 -0.5995
H 2.8581 -3.4871 -1.4173
H 0.8929 -2.0528 -1.4817
H 2.4562 0.5013 1.3502
H 4.5404 -0.8534 1.5093

---

<B>
63
Properties=species:S:1:pos:R:3 method="wB97M-V/def2-TZVPD" homo_lumo_gap_ev="8.0 / 8.3" homo_energy_ev="-14.05 / -14.98" s2=2.011 spin_multiplicity=3 total_charge=+2
W -0.2815 0.4457 -0.5011
N -0.5696 2.6254 0.1713
N -1.4123 3.2581 -0.7862
C -1.7098 2.4637 -1.8947
O -2.6961 2.5919 -2.5560
O -0.7390 1.5634 -2.0964
H -1.0714 2.5033 1.0574
H 0.2440 3.2190 0.3077
H -2.2061 3.7396 -0.3819
N -3.8890 0.3478 3.0840
C -3.3758 -0.3777 1.8489
C -4.1019 -1.7000 1.6658
P -1.5434 -0.5019 2.0932
O -1.5464 -1.2722 3.4857
O -1.0661 0.9025 2.2505
O -0.8498 -1.2395 0.9493
P -3.5283 0.8506 0.4743
O -4.8255 0.4077 -0.3112
O -3.5686 2.1909 1.0892
O -2.3481 0.4319 -0.4141
H -4.9026 0.2390 3.1714
H -3.6878 1.3546 2.9476
H -3.4504 0.0028 3.9423
H -3.9413 -2.3633 2.5159
H -3.7241 -2.1974 0.7742
H -5.1710 -1.5438 1.5190
H -0.7386 -1.7284 3.7578
H -4.9954 0.9109 -1.1236
C 3.3979 1.6255 -2.7245
C 3.3318 0.8423 -3.8654
C 2.3343 -0.1118 -3.9802
C 1.4174 -0.2561 -2.9510
N 1.4940 0.5021 -1.8390
C 2.4590 1.4238 -1.7329
C 0.3103 -1.2341 -2.9746
C 0.0894 -2.1079 -4.0226
C -0.9698 -3.0025 -3.9424
C -1.7711 -3.0043 -2.8159
C -1.5003 -2.1027 -1.8035
N -0.4847 -1.2345 -1.8801
H 4.1535 2.3862 -2.5954
H 4.0488 0.9727 -4.6643
H 2.2769 -0.7221 -4.8678
H 2.4720 2.0172 -0.8283
H 0.7227 -2.1009 -4.8956
H -1.1575 -3.6891 -4.7562
H -2.6031 -3.6845 -2.7081
H -2.0923 -2.0527 -0.9036
N 5.8858 -0.9350 3.0869
C 4.8815 -0.1055 3.4345
O 4.8254 0.5152 4.4706
C 3.7087 -0.0093 2.4707
C 3.3366 -1.0145 1.5876
C 2.2004 -0.8343 0.8204
N 1.4654 0.2865 0.8772
C 1.8120 1.2474 1.7550
C 2.9229 1.1326 2.5610
H 6.6726 -0.9999 3.7141
H 5.9820 -1.3248 2.1672
H 3.8773 -1.9467 1.5077
H 1.8633 -1.6090 0.1415
H 1.1623 2.1023 1.8405
H 3.1705 1.9038 3.2764

---

Stability summary: most stable <B>, least stable <A>.